Density functional theory data (ωB97M-V with the def2-TZVPD basis set) for a molecular structure, C6H5NO.

Geometry as XYZ:
```
13
Properties=species:S:1:pos:R:3:nbo_charge:R:1
C 1.73 0.29 0.08 0.2522
C 0.37 0.18 0.11 0.0286
C -0.59 -0.74 1.03 -0.3403
C -1.40 -0.76 -0.14 -0.0027
C -1.70 0.76 -0.22 -0.1817
C -0.58 1.35 0.11 -0.2183
H -0.12 -1.77 1.11 0.2241
H -0.83 -0.15 1.94 0.2226
H -2.09 -1.76 -0.09 0.2309
H -2.70 1.02 -0.50 0.2313
H -0.39 2.55 0.21 0.2604
N 2.95 -0.07 -0.09 -0.2293
O -0.20 -0.75 -0.98 -0.4775
```

Summary:
Net charge = 0
HOMO energy = -9.93 eV
Frontier orbital gap = 0.3778 Ha

***

Density functional theory data (ωB97M-V with the def2-TZVPD basis set) for a single C6H5NO2 molecule.

Geometry as XYZ:
```
14
Properties=species:S:1:pos:R:3:nbo_charge:R:1
C -0.87 -1.40 1.08 -0.2672
C -0.68 -0.08 1.52 -0.1450
C -0.82 -1.90 -0.16 0.1015
C 0.14 1.70 0.09 0.2845
C -0.47 -2.20 -1.50 0.7787
C 1.16 2.44 -0.66 -0.7155
N -0.05 0.78 0.87 -0.2489
O -0.12 -2.03 -2.62 -0.5025
O -0.80 -3.22 -0.60 -0.4647
H -1.32 -2.06 1.90 0.2373
H -0.81 0.19 2.55 0.2034
H 1.71 3.32 -0.14 0.2610
H 0.92 2.77 -1.61 0.2426
H 1.99 1.70 -0.73 0.2349
```

Summary:
Net charge = 0
HOMO energy (alpha / beta) = -7.15 / -7.15 eV
Frontier orbital gap (alpha / beta) = 0.2618 / 0.2617 Ha

***

Density functional theory data (ωB97M-V with the def2-TZVPD basis set) for a single C6H5NO2S2 molecule.

Geometry as XYZ:
```
16
Properties=species:S:1:pos:R:3:nbo_charge:R:1
O 0.10 -0.73 -3.05 -0.6165
C -0.63 -0.32 -2.17 0.7750
O -1.90 0.04 -2.43 -0.6458
C -0.24 -0.13 -0.74 -0.0177
N -1.23 0.35 0.02 -0.3341
C -1.04 0.57 1.31 -0.0063
C 0.20 0.37 1.92 -0.1668
S 0.52 0.68 3.62 0.0669
C 1.27 -0.11 1.16 -0.2315
C 1.05 -0.35 -0.23 -0.1123
S 2.47 -0.91 -1.12 0.0329
H -2.01 -0.09 -3.38 0.4954
H -1.89 0.99 1.84 0.1984
H -0.76 0.97 3.96 0.1350
H 2.24 -0.28 1.59 0.2312
H 1.85 -1.06 -2.31 0.1961
```

Summary:
Net charge = 0
HOMO energy = -8.85 eV
Frontier orbital gap = 0.3240 Ha

***

Density functional theory data (ωB97M-V with the def2-TZVPD basis set) for a single C6H5NO3 molecule.

Geometry as XYZ:
```
15
Properties=species:S:1:pos:R:3:nbo_charge:R:1
O 0.56 -2.70 2.72 -0.3705
N 0.19 -1.89 1.90 0.5006
O -0.69 -1.03 2.09 -0.4073
C 0.96 -1.88 0.68 -0.1325
C 0.88 -0.97 -0.30 -0.1532
C 0.21 0.31 -0.47 0.1979
C -0.91 0.92 0.10 -0.2265
C -1.20 2.04 -0.73 -0.3152
C -0.23 2.04 -1.71 0.1069
O 0.66 0.99 -1.55 -0.4007
H 1.59 -2.74 0.61 0.2321
H 1.65 -1.00 -1.10 0.2421
H -1.48 0.67 1.00 0.2678
H -2.04 2.68 -0.52 0.2403
H -0.14 2.56 -2.72 0.2183
```

Summary:
Net charge = 0
HOMO energy = -8.86 eV
Frontier orbital gap = 0.2964 Ha

***

| no. | strongest force on any atom (eV/A) |
| --- | --- |
| 1 | 13.77 |
| 2 | 6.89 |
| 3 | 1.39 |
| 4 | 2.45 |